i | {"formula": "C8H14NS2", "method": "ωB97M-V/def2-TZVPD", "smiles": "C#C[C@@H]([NH3+])[C@@H]1SCCS[C@H]1C", "multiplicity": 1, "e_homo_ev": -12.28, "charge": 1, "symbols": ["C", "C", "C", "N", "C", "S", "C", "C", "S", "C", "C", "H", "H", "H", "H", "H", "H", "H", "H", "H", "H", "H", "H", "H", "H"], "coordinates": [[0.376, 2.468, 2.813], [0.222, 1.478, 2.148], [0.137, 0.277, 1.416], [-0.334, -0.890, 2.190], [-0.740, 0.431, 0.020], [-1.520, -1.122, -0.452], [0.138, -2.049, -0.740], [1.224, -1.341, -1.508], [1.753, 0.373, -1.175], [0.013, 1.167, -0.962], [-0.749, 1.225, -2.295], [0.518, 3.029, 3.691], [1.195, 0.057, 1.187], [-1.025, -1.303, 1.330], [-0.959, -0.690, 3.034], [0.488, -1.362, 2.504], [-1.692, 0.941, 0.397], [-0.149, -2.768, -1.420], [0.550, -2.472, 0.189], [2.229, -1.920, -1.370], [0.970, -1.397, -2.635], [0.311, 2.121, -0.520], [-1.530, 2.100, -2.283], [-1.265, 0.274, -2.415], [-0.162, 1.372, -3.142]], "nbo_charge": [-0.1426, -0.0323, -0.1921, -0.7474, -0.3540, 0.3167, -0.4984, -0.5866, 0.2097, -0.3416, -0.6232, 0.2544, 0.2763, 0.4064, 0.4486, 0.4390, 0.2599, 0.2468, 0.2092, 0.2666, 0.2359, 0.2594, 0.2362, 0.2116, 0.2414]}

***

ii | {"formula": "C8H14NS2", "method": "ωB97M-V/def2-TZVPD", "multiplicity": 1, "e_homo_ev": -12.10, "charge": 1, "symbols": ["C", "C", "C", "C", "C", "C", "C", "C", "N", "S", "S", "H", "H", "H", "H", "H", "H", "H", "H", "H", "H", "H", "H", "H", "H"], "coordinates": [[0.996, -2.486, 3.244], [-0.408, 0.011, -2.104], [0.447, 1.425, -1.783], [-1.021, 2.007, 0.120], [-0.344, -1.259, -1.168], [-1.608, 0.628, 0.282], [0.377, 1.639, -0.276], [-0.507, -0.294, -0.030], [0.660, 0.301, 0.260], [0.368, -2.637, 1.754], [2.608, -2.618, 3.735], [-1.437, 0.326, -2.381], [0.054, -0.500, -2.922], [1.434, 1.296, -2.149], [0.001, 2.300, -2.228], [-1.404, 2.715, -0.596], [-0.980, 2.511, 1.110], [-1.260, -1.908, -1.401], [0.707, -1.694, -1.183], [0.212, -2.452, 4.102], [-2.502, 0.586, -0.315], [1.028, 2.536, -0.143], [1.566, -0.170, 0.308], [-1.939, 0.361, 1.345], [2.952, -2.624, 2.418]], "nbo_charge": [-0.5021, -0.4345, -0.3841, -0.4123, -0.4386, -0.5353, -0.0604, 0.5655, -0.5790, -0.0662, 0.2280, 0.2374, 0.2674, 0.2254, 0.2364, 0.2434, 0.2421, 0.2777, 0.2631, 0.2468, 0.2617, 0.2484, 0.4416, 0.2907, 0.1370]}

***

Which structure loses on stability? i does.

***

i | {"formula": "C8H10N2O2", "method": "ωB97M-V/def2-TZVPD", "multiplicity": 1, "e_homo_ev": [-8.17, -8.28], "symbols": ["C", "C", "C", "C", "C", "C", "C", "C", "N", "N", "O", "O", "H", "H", "H", "H", "H", "H", "H", "H", "H", "H"], "coordinates": [[2.232, -1.090, 0.656], [0.923, -1.343, 0.783], [1.835, 1.338, 0.307], [0.406, 1.047, 0.595], [1.161, -0.225, -1.213], [2.348, 0.071, -0.313], [-2.437, -0.977, -0.648], [0.212, -0.374, -0.021], [-5.474, 0.438, -0.571], [-4.828, 0.550, 0.319], [-2.982, -1.865, -0.078], [-4.149, 0.658, 1.254], [3.211, -1.528, 1.075], [0.445, -2.134, 1.382], [1.837, 2.209, -0.384], [2.410, 1.555, 1.219], [0.275, 1.018, 1.723], [-0.294, 1.714, 0.135], [1.051, 0.643, -1.766], [1.252, -1.173, -1.854], [3.171, 0.142, -0.974], [-2.605, -0.676, -1.627]], "nbo_charge": [-0.1992, -0.2755, -0.4123, -0.4653, -0.4315, -0.2777, 0.3966, 0.0741, -0.0950, 0.4289, -0.4740, -0.3323, 0.2268, 0.2312, 0.2116, 0.2152, 0.2134, 0.2148, 0.1938, 0.2144, 0.2185, 0.1234]}

***

ii | {"formula": "C8H10N2O2", "method": "ωB97M-V/def2-TZVPD", "multiplicity": 1, "e_homo_ev": -9.65, "symbols": ["C", "C", "C", "C", "C", "C", "C", "C", "N", "N", "O", "O", "H", "H", "H", "H", "H", "H", "H", "H", "H", "H"], "coordinates": [[-2.920, -0.647, 0.208], [-1.626, -0.160, -0.123], [-0.499, -0.853, -0.029], [-1.554, 1.316, -0.303], [0.793, 0.718, -0.391], [0.012, -2.200, 0.045], [1.333, 0.565, -1.778], [1.261, 0.394, 1.808], [-3.996, -0.893, 0.541], [-0.265, 1.665, -0.204], [-2.499, 2.037, -0.275], [1.766, 0.679, 0.536], [-0.591, -3.059, -0.347], [0.096, -2.359, 1.182], [0.978, -2.197, -0.273], [1.983, -0.297, -1.927], [1.927, 1.332, -2.229], [0.623, 0.460, -2.571], [1.152, -0.691, 1.835], [0.310, 0.835, 1.870], [1.735, 0.726, 2.705], [-0.019, 2.631, -0.281]], "nbo_charge": [0.2693, -0.3557, 0.1735, 0.6759, 0.5100, -0.7082, -0.6862, -0.2529, -0.2919, -0.6735, -0.5564, -0.5117, 0.2487, 0.2460, 0.2329, 0.2300, 0.2347, 0.2350, 0.1715, 0.1887, 0.2061, 0.4140]}

***

Which structure loses on stability? i does.

***

i | {"formula": "C6H18NOSi", "method": "ωB97M-V/def2-TZVPD", "multiplicity": 1, "e_homo_ev": -14.43, "charge": 1, "symbols": ["C", "C", "C", "C", "C", "C", "N", "O", "Si", "H", "H", "H", "H", "H", "H", "H", "H", "H", "H", "H", "H", "H", "H", "H", "H", "H", "H"], "coordinates": [[-1.192, -0.758, -1.506], [-2.701, 1.033, 0.160], [1.381, 1.872, -0.986], [2.402, -1.053, -0.554], [1.308, 0.567, 1.971], [-0.680, -0.113, -0.259], [-0.935, -1.966, 1.049], [-1.374, 0.655, 0.448], [1.221, 0.316, 0.083], [-0.987, 0.086, -2.136], [-0.548, -1.690, -1.824], [-2.224, -0.898, -1.577], [-2.870, 1.171, -0.838], [-2.730, 2.142, 0.610], [-3.395, 0.305, 0.510], [0.534, 2.665, -1.019], [2.334, 2.439, -0.918], [1.381, 1.605, -2.058], [2.725, -1.859, 0.177], [2.029, -1.506, -1.462], [3.413, -0.528, -0.918], [1.295, -0.271, 2.706], [2.142, 1.247, 2.248], [0.609, 1.276, 2.337], [-1.957, -1.975, 1.163], [-0.496, -1.880, 1.892], [-0.685, -2.880, 0.701]], "nbo_charge": [-0.7455, -0.2784, -1.1514, -1.1301, -1.1374, 0.3668, -0.9796, -0.4687, 1.5903, 0.2625, 0.2744, 0.2385, 0.1926, 0.2398, 0.2094, 0.2602, 0.2780, 0.2552, 0.2655, 0.2428, 0.2719, 0.2547, 0.2735, 0.2573, 0.3835, 0.3842, 0.3900]}

***

ii | {"formula": "C6H18NOSi", "method": "ωB97M-V/def2-TZVPD", "multiplicity": 1, "e_homo_ev": -12.94, "charge": 1, "symbols": ["C", "C", "C", "C", "C", "C", "N", "O", "Si", "H", "H", "H", "H", "H", "H", "H", "H", "H", "H", "H", "H", "H", "H", "H", "H", "H", "H"], "coordinates": [[0.523, -1.396, -2.674], [1.861, -0.482, -0.744], [-2.078, 2.262, 0.422], [0.653, 1.708, 2.101], [0.528, -0.389, -1.502], [-0.515, -0.620, -0.456], [-0.077, -1.798, 0.399], [-1.562, -0.145, 2.137], [-0.882, 1.079, 1.241], [0.942, -2.326, -2.344], [1.103, -0.891, -3.561], [-0.582, -1.716, -2.840], [1.981, 0.397, 0.030], [2.079, -1.456, -0.475], [2.560, -0.327, -1.450], [-3.126, 1.710, 0.465], [-2.035, 3.123, 0.935], [-1.807, 2.355, -0.520], [1.088, 1.056, 2.941], [1.540, 1.780, 1.487], [0.534, 2.663, 2.454], [0.329, 0.587, -1.725], [-1.489, -0.735, -0.975], [-0.817, -1.938, 1.133], [0.877, -1.695, 0.631], [-0.072, -2.695, -0.237], [-1.552, -0.113, 3.129]], "nbo_charge": [-0.6269, -0.6244, -1.0963, -1.1836, -0.2798, -0.3296, -0.7312, -1.1360, 1.8463, 0.1958, 0.2569, 0.2184, 0.2210, 0.1798, 0.2360, 0.2703, 0.2440, 0.2399, 0.2694, 0.2646, 0.2602, 0.2210, 0.2259, 0.4740, 0.4400, 0.4201, 0.5242]}

***

Which structure loses on stability? i does.

***

i | {"formula": "CH5BrN2", "method": "ωB97M-V/def2-TZVPD", "multiplicity": 1, "e_homo_ev": -8.68, "symbols": ["C", "N", "N", "Br", "H", "H", "H", "H", "H"], "coordinates": [[1.343, 0.271, -0.012], [2.058, -0.008, 0.986], [-1.052, -0.685, -0.856], [-2.130, -0.121, 0.378], [0.292, 0.700, 0.018], [1.746, 0.263, -0.998], [-2.670, 1.031, -0.216], [1.625, 0.224, 1.937], [-1.212, -1.676, -1.237]], "nbo_charge": [-0.0017, -0.6389, -1.1254, 0.6613, 0.1331, 0.1568, 0.1239, 0.3263, 0.3646]}

***

ii | {"formula": "CH5BrN2", "method": "ωB97M-V/def2-TZVPD", "multiplicity": 1, "e_homo_ev": [-8.65, -8.64], "symbols": ["C", "N", "N", "Br", "H", "H", "H", "H", "H"], "coordinates": [[-1.038, 0.648, 0.012], [0.597, -0.895, 0.183], [-0.510, -0.635, -0.416], [2.770, -0.061, -0.871], [-1.859, 1.069, -0.709], [-1.647, 0.496, 0.826], [-0.320, 1.314, 0.425], [1.053, -1.679, -0.248], [0.953, -0.256, 0.798]], "nbo_charge": [-0.5082, -0.3288, -0.0469, -0.6895, 0.2464, 0.2291, 0.2176, 0.4634, 0.4170]}

***

Which structure loses on stability? i does.